Entry 1:
The following is a quantum chemistry calculation of a structure of composition C44H37N6O3PRe, from the OMol25 dataset.

Output
HOMO level (spin up / spin down): -9.183 / -9.682 eV
2S+1: 3
net charge: +1
calculated total energy: -72726.236 eV
relative energy (zero: lowest compared OMol25 entry of this formula, charge and spin): 0.000 eV
expectation value of S²: 2.012
F_max: 0.26 eV Å⁻¹

CARTESIAN COORDINATES (ANGSTROEM)
Re  -0.422  -0.234  0.034
C  5.506  -1.236  3.033
C  4.043  -1.342  2.706
C  3.074  -1.012  3.652
C  1.728  -1.045  3.336
C  1.289  -1.430  2.071
N  -0.073  -1.424  1.696
C  -0.787  -2.543  2.105
C  -0.215  -3.532  2.930
C  -0.894  -4.667  3.322
C  -2.188  -4.922  2.882
C  -2.911  -6.192  3.231
C  -2.760  -3.974  2.055
C  -2.109  -2.795  1.700
N  -2.851  -1.891  0.888
C  -4.192  -1.849  0.815
C  -4.546  -1.127  -0.302
C  -3.338  -0.736  -0.857
N  -2.302  -1.176  -0.127
C  2.262  -1.798  1.144
C  3.617  -1.729  1.443
N  1.866  -2.266  -0.142
C  2.474  -3.231  -0.858
C  1.846  -3.318  -2.077
C  0.840  -2.353  -2.028
N  0.853  -1.719  -0.858
H  5.717  -1.639  4.023
H  5.828  -0.192  3.031
H  6.117  -1.775  2.310
H  3.382  -0.715  4.647
H  0.981  -0.777  4.074
H  0.799  -3.405  3.275
H  -0.394  -5.380  3.967
H  -2.486  -6.649  4.123
H  -2.838  -6.921  2.420
H  -3.969  -6.010  3.418
H  -3.742  -4.179  1.648
H  -4.805  -2.323  1.560
H  -5.538  -0.891  -0.641
H  -3.168  -0.110  -1.713
H  4.348  -1.969  0.678
H  3.289  -3.794  -0.436
H  2.071  -3.995  -2.881
H  0.112  -2.088  -2.773
O  -3.435  1.413  1.754
C  -2.632  1.630  0.882
O  -1.356  1.283  0.975
C  -3.024  2.361  -0.379
C  -4.211  3.083  -0.312
C  -4.668  3.809  -1.398
C  -3.939  3.809  -2.576
C  -2.763  3.079  -2.659
C  -2.285  2.351  -1.571
P  -0.732  1.391  -1.784
C  0.545  2.685  -1.708
C  1.807  2.433  -2.247
C  2.828  3.357  -2.099
C  2.608  4.531  -1.387
C  1.362  4.778  -0.833
C  0.332  3.860  -0.996
C  -0.771  0.902  -3.542
C  -0.206  1.680  -4.553
C  -0.300  1.285  -5.879
C  -0.965  0.115  -6.214
C  -1.532  -0.665  -5.218
C  -1.429  -0.276  -3.891
H  -4.765  3.060  0.617
H  -5.589  4.371  -1.326
H  -4.285  4.368  -3.435
H  -2.215  3.073  -3.591
H  1.991  1.513  -2.789
H  3.797  3.163  -2.541
H  3.407  5.253  -1.272
H  1.182  5.693  -0.283
H  -0.642  4.069  -0.570
H  0.310  2.599  -4.305
H  0.145  1.897  -6.653
H  -1.039  -0.189  -7.250
H  -2.056  -1.578  -5.473
H  -1.874  -0.895  -3.120
O  1.460  0.778  0.211
N  1.982  1.495  1.192
C  3.301  1.764  1.086
C  3.932  2.548  2.020
C  3.204  3.069  3.082
C  1.856  2.777  3.167
C  1.255  1.980  2.213
H  3.774  1.325  0.222
H  4.987  2.750  1.902
H  3.682  3.693  3.824
H  1.245  3.158  3.973
H  0.206  1.724  2.210

=====

Entry 2:
The following is a quantum chemistry calculation of a structure of composition C44H38As3AuN3O10, from the OMol25 dataset.

Output
HOMO level (spin up / spin down): -14.258 / -14.258 eV
2S+1: 1
net charge: +3
calculated total energy: -257365.400 eV
F_max: 0.42 eV Å⁻¹

CARTESIAN COORDINATES (ANGSTROEM)
Au  1.190  0.888  -1.261
O  -4.770  6.128  -1.292
N  -4.072  5.632  -0.446
O  -4.120  5.867  0.745
C  -3.095  4.604  -0.893
C  -3.379  3.991  -2.054
C  -2.559  2.924  -2.536
C  -2.850  2.276  -3.748
C  -2.040  1.256  -4.174
C  -0.954  0.895  -3.378
N  -0.661  1.494  -2.227
C  -1.447  2.511  -1.795
C  -1.129  3.198  -0.556
N  -0.042  2.783  0.121
C  0.304  3.402  1.230
C  -0.404  4.496  1.736
C  -1.525  4.925  1.073
C  -1.940  4.259  -0.102
H  -4.247  4.303  -2.620
H  -3.702  2.597  -4.334
H  -2.212  0.742  -5.108
H  -0.282  0.107  -3.692
H  1.191  3.035  1.736
H  -0.064  4.998  2.630
H  -2.087  5.766  1.442
C  -2.807  1.798  2.679
O  -4.066  1.221  2.293
C  -4.216  -0.032  1.935
O  -5.306  -0.494  1.716
C  -3.020  -0.975  1.751
C  -3.268  -2.248  2.086
As  -2.743  -3.964  1.325
C  -1.787  -5.022  2.630
C  -1.389  -3.135  -0.008
C  -1.854  -1.945  -0.312
As  -1.350  -0.283  0.718
C  -0.073  -0.872  2.060
C  -3.247  -1.680  -0.889
O  -3.614  -0.562  -1.109
O  -3.919  -2.793  -1.083
C  -5.286  -2.627  -1.594
C  -0.025  -3.811  0.023
O  0.871  -3.107  0.373
O  0.064  -5.068  -0.293
C  -0.910  -5.742  -1.146
C  -4.478  -2.953  2.629
O  -4.517  -4.104  2.023
O  -5.244  -2.816  3.610
C  -5.399  -1.615  4.455
H  -3.060  2.725  3.183
H  -2.209  2.029  1.798
H  -2.278  1.149  3.380
H  -2.373  -5.042  3.548
H  -0.812  -4.570  2.812
H  -1.668  -6.034  2.249
H  -0.173  -1.913  2.353
H  -0.252  -0.235  2.930
H  0.930  -0.681  1.684
H  -5.630  -3.632  -1.806
H  -5.253  -2.019  -2.492
H  -5.892  -2.147  -0.830
H  -1.402  -6.509  -0.555
H  -0.338  -6.200  -1.946
H  -1.628  -5.036  -1.560
H  -6.080  -1.940  5.232
H  -5.838  -0.828  3.855
H  -4.426  -1.359  4.867
C  4.871  -0.750  3.536
C  5.330  0.425  2.959
C  4.908  0.791  1.687
C  4.013  -0.023  1.003
C  3.549  -1.203  1.579
C  3.984  -1.567  2.844
As  3.467  0.415  -0.787
C  4.448  -0.687  -2.003
C  4.396  -2.062  -2.146
C  5.224  -2.667  -3.081
C  6.075  -1.890  -3.858
C  6.125  -0.512  -3.701
C  5.314  0.107  -2.760
C  5.310  1.556  -2.433
C  6.088  2.532  -3.040
C  6.014  3.846  -2.601
C  5.166  4.208  -1.561
C  4.370  3.247  -0.954
C  4.456  1.934  -1.391
H  5.216  -1.038  4.519
H  6.031  1.054  3.491
H  5.291  1.695  1.231
H  2.876  -1.854  1.033
H  3.649  -2.497  3.286
H  3.734  -2.664  -1.534
H  5.215  -3.742  -3.202
H  6.718  -2.367  -4.586
H  6.807  0.072  -4.306
H  6.758  2.275  -3.850
H  6.628  4.600  -3.075
H  5.127  5.235  -1.226
H  3.702  3.525  -0.147

=====

Entry 3:
The following is a quantum chemistry calculation of a structure of composition C44H38CoN6O4P2S at a distorted geometry, from the OMol25 dataset.

Output
HOMO level (spin up / spin down): -10.365 / -10.359 eV
2S+1: 5
net charge: +1
calculated total energy: -130413.196 eV
relative energy (zero: lowest compared OMol25 entry of this formula, charge and spin): 0.000 eV
expectation value of S²: 6.040
F_max: 1.00 eV Å⁻¹

CARTESIAN COORDINATES (ANGSTROEM)
Co  -0.193  -0.812  -0.174
N  2.325  1.504  2.721
C  1.548  0.864  1.847
S  1.949  -0.545  1.095
N  0.353  1.610  1.660
N  -0.440  1.086  0.780
C  -1.538  1.802  0.502
C  -1.912  3.026  1.210
C  -2.167  4.185  0.474
C  -2.552  5.346  1.125
C  -2.715  5.344  2.503
C  -2.473  4.190  3.238
C  -2.057  3.036  2.598
C  -2.339  1.274  -0.598
C  -3.606  1.761  -0.891
C  -4.294  1.205  -1.964
C  -3.698  0.195  -2.688
C  -2.435  -0.261  -2.307
N  -1.773  0.266  -1.290
H  3.217  1.123  2.986
H  2.021  2.386  3.100
H  -2.035  4.175  -0.601
H  -2.730  6.248  0.556
H  -3.037  6.245  3.008
H  -2.606  4.193  4.311
H  -1.869  2.135  3.168
H  -4.046  2.539  -0.286
H  -5.285  1.558  -2.216
H  -4.197  -0.265  -3.530
H  -1.950  -1.081  -2.820
C  -0.371  -0.921  3.973
C  -0.933  -1.926  3.032
N  -0.956  -1.862  1.712
C  -1.550  -3.026  1.283
C  -1.890  -3.797  2.351
N  -1.496  -3.079  3.448
C  -2.560  -5.110  2.555
O  -2.924  -5.763  1.474
O  -2.735  -5.503  3.682
C  -1.700  -3.274  -0.169
O  -2.241  -4.303  -0.570
O  -1.240  -2.333  -0.905
H  -0.468  0.080  3.560
H  0.686  -1.112  4.161
H  -0.897  -0.950  4.926
H  -1.626  -3.413  4.392
H  -2.689  -5.254  0.644
C  3.053  -0.099  -2.702
P  1.257  -0.284  -2.399
C  0.641  1.422  -2.684
C  -0.223  1.874  -3.677
C  -0.629  3.203  -3.710
C  -0.171  4.105  -2.761
C  0.688  3.668  -1.762
C  1.081  2.340  -1.725
C  0.683  -1.310  -3.792
C  0.296  -2.620  -3.526
C  -0.132  -3.456  -4.548
C  -0.172  -2.993  -5.852
C  0.251  -1.700  -6.141
C  0.683  -0.870  -5.120
P  4.050  -1.318  -1.734
C  3.516  -2.886  -2.504
C  3.700  -3.176  -3.857
C  3.300  -4.394  -4.375
C  2.715  -5.345  -3.544
C  2.531  -5.073  -2.199
C  2.935  -3.847  -1.682
C  5.693  -1.093  -2.516
C  6.650  -2.085  -2.289
C  7.919  -1.983  -2.829
C  8.263  -0.878  -3.599
C  7.329  0.122  -3.815
C  6.052  0.015  -3.276
H  3.340  0.893  -2.342
H  3.222  -0.127  -3.782
H  -0.624  1.192  -4.411
H  -1.302  3.533  -4.491
H  -0.477  5.143  -2.804
H  1.051  4.360  -1.012
H  1.747  2.007  -0.933
H  0.313  -2.996  -2.515
H  -0.441  -4.466  -4.314
H  -0.519  -3.638  -6.648
H  0.254  -1.340  -7.161
H  1.062  0.112  -5.373
H  4.171  -2.444  -4.505
H  3.444  -4.608  -5.426
H  2.410  -6.302  -3.949
H  2.085  -5.815  -1.550
H  2.804  -3.637  -0.626
H  6.395  -2.953  -1.691
H  8.644  -2.766  -2.649
H  9.255  -0.798  -4.024
H  7.587  0.989  -4.409
H  5.347  0.815  -3.460

=====

> What is the formula in the second record?

C44H38As3AuN3O10

=====

> Number 1 is which compound?

C44H37N6O3PRe

=====

> The highest F_max belongs to which entry?

C44H38CoN6O4P2S

=====

> The highest F_max belongs to which entry?

C44H38CoN6O4P2S